ORCA calculation (the ωB97M-V functional and the def2-TZVPD basis) on C4H10N2 in the gas phase in a non-equilibrium geometry.

Computed properties:
Gap between HOMO and LUMO in eV: 4.961
M in u: 86.1
Energy above the lowest of the compared OMol25 structures with the same formula, charge and spin in kJ/mol: 640.9
Charge: 0
Multiplicity: 1
E_HOMO in hartree: -0.283

Bonds (Å) are listed after each position.
Geometry (Å):
1 C -0.973 1.481 0.448  C2 1.552, H7 1.093, H8 1.087, H9 1.086
2 C -0.619 0.071 0.992  C1 1.552, C4 1.540, H10 1.111, H11 1.096
3 C 0.576 -0.639 -1.158  C4 1.575, N6 1.433, H14 1.099, H16 1.094
4 C 0.631 -0.620 0.416  C2 1.540, C3 1.575, N5 1.400, H12 1.098
5 N 1.661 0.139 0.985  C4 1.400, H13 1.025
6 N -0.762 -0.677 -1.668  C3 1.433, H15 1.027
7 H -1.855 1.749 1.035  C1 1.093
8 H -1.222 1.315 -0.597  C1 1.087
9 H -0.174 2.186 0.659  C1 1.086
10 H -1.432 -0.652 0.763  C2 1.111
11 H -0.494 -0.024 2.076  C2 1.096
12 H 0.577 -1.665 0.749  C4 1.098
13 H 2.560 -0.353 1.031  N5 1.025
14 H 1.242 -1.403 -1.584  C3 1.099
15 H -0.661 -1.199 -2.546  N6 1.027
16 H 0.944 0.291 -1.601  C3 1.094